ORCA calculation (ωB97M-V/def2-TZVPD) on a 2-piece molecular cluster, C2H9N2S2 overall at a distorted geometry.

Calculated values
- Molecular weight: 125.24 g mol⁻¹
- Orbital gap: 7.9644 eV
- LUMO: -0.169 hartree
- Highest occupied orbital energy: -12.55 eV
- Energy: -987.18795 hartree
- Charge: +1

Last column: Löwdin charge in e.
Atoms and positions in Å:
C1 -1.16078 1.09612 0.09870  -0.208
C2 -0.95185 -0.32571 -0.16245  -0.576
N1 0.08168 -1.04924 -0.56557  0.131
N2 -2.54095 1.14296 0.59066  -0.060
S1 -2.30069 -1.32678 0.28107  0.954
S2 4.43282 -0.09063 0.00387  0.431
H1 -1.05262 1.59093 -0.92366  0.177
H2 -0.56872 1.32564 0.93478  0.131
H3 0.17568 -2.05841 -0.47165  0.120
H4 1.00955 -0.64561 -0.63822  0.127
H5 -3.23690 1.42969 -0.10197  0.112
H6 -2.62970 1.59522 1.45622  0.080
H7 5.26949 0.84665 0.47448  -0.211
H8 -1.74477 -2.60587 -0.25882  -0.004
H9 5.21776 -0.92495 -0.71745  -0.204

Forces on atoms 1 to 6 (eV/Å):
-2.2 0.0 -2.0
-0.2 -5.3 0.2
1.5 1.7 0.2
0.0 -0.2 -1.7
0.4 -1.4 -1.0
-0.8 -0.3 0.0